Entry 1:
The following is a quantum chemistry calculation of a 4-piece molecular cluster, C21H43O5P overall, from the Open Molecules 2025 dataset.

The electronic energy comes out at -1543.1108 a.u. The SMILES is COCCCCCCCCPC[C@H]1CO1.CC(C)=O.CC(C)=O.CC(C)=O. As for the charge: 0.

Bonds (Å) are listed after each position.
Element x y z (Å)
1 C -1.23 2.08 2.04  O2 1.470, H16 1.170, H17 1.189, H18 1.171
2 O -1.47 0.71 2.51  C1 1.470, C3 1.470
3 C -2.74 0.15 2.01  O2 1.470, C4 1.672, H19 1.170, H20 1.194
4 C -2.38 -1.35 1.36  C3 1.672, C5 1.641, H21 1.192, H22 1.171
5 C -3.32 -1.67 0.06  C4 1.641, C6 1.639, H23 1.175, H24 1.192
6 C -2.60 -1.20 -1.34  C5 1.639, C7 1.639, H25 1.190, H26 1.188
7 C -2.26 0.40 -1.43  C6 1.639, C8 1.639, H27 1.192, H28 1.170
8 C -2.14 0.95 -2.97  C7 1.639, C9 1.649, H29 1.193, H30 1.182
9 C -0.76 0.53 -3.76  C8 1.649, C10 1.634, H31 1.194, H32 1.169
10 C -0.66 -1.04 -4.20  C9 1.634, P11 1.900, H33 1.194, H34 1.194
11 P 0.88 -1.98 -3.62  C10 1.900, C12 1.902, H35 1.469
12 C 1.95 -1.03 -2.37  P11 1.902, C13 1.783, H36 1.170, H37 1.169
13 C 1.21 -1.17 -0.75  C12 1.783, C14 1.736, O15 1.563, H38 1.255
14 C 2.31 -0.86 0.56  C13 1.736, O15 1.645, H39 1.170, H40 1.178
15 O 1.12 0.16 0.06  C13 1.563, C14 1.645
16 H -1.79 2.38 1.06  C1 1.170
17 H -0.07 2.17 1.79  C1 1.189
18 H -1.48 2.88 2.85  C1 1.171
19 H -3.31 0.83 1.24  C3 1.170
20 H -3.52 -0.08 2.88  C3 1.194
21 H -2.55 -2.18 2.19  C4 1.192
22 H -1.27 -1.34 1.00  C4 1.171
23 H -4.38 -1.16 0.13  C5 1.175
24 H -3.46 -2.85 -0.02  C5 1.192
25 H -3.37 -1.44 -2.21  C6 1.190
26 H -1.59 -1.78 -1.56  C6 1.188
27 H -3.17 0.98 -0.93  C7 1.192
28 H -1.30 0.63 -0.80  C7 1.170
29 H -2.13 2.14 -2.90  C8 1.193
30 H -3.13 0.70 -3.57  C8 1.182
31 H -0.75 1.18 -4.76  C9 1.194
32 H 0.13 0.93 -3.11  C9 1.169
33 H -0.65 -1.06 -5.39  C10 1.194
34 H -1.62 -1.69 -3.90  C10 1.194
35 H 0.38 -3.14 -2.87  P11 1.469
36 H 2.95 -1.63 -2.20  C12 1.170
37 H 2.09 0.11 -2.57  C12 1.169
38 H 0.34 -2.06 -0.59  C13 1.255
39 H 3.05 0.04 0.48  C14 1.170
40 H 1.65 -1.07 1.51  C14 1.178
41 C 5.75 0.10 3.32  C42 1.505, H45 1.095, H46 1.093, H47 1.093
42 C 6.00 -0.04 1.85  C41 1.505, C43 1.505, O44 1.230
43 C 6.94 -1.13 1.40  C42 1.505, H48 1.093, H49 1.093, H50 1.095
44 O 5.45 0.71 1.03  C42 1.230
45 H 5.05 0.92 3.50  C41 1.095
46 H 5.30 -0.82 3.71  C41 1.093
47 H 6.68 0.32 3.84  C41 1.093
48 H 6.55 -2.10 1.70  C43 1.093
49 H 7.93 -0.96 1.83  C43 1.093
50 H 7.02 -1.11 0.31  C43 1.095
51 C -1.64 5.45 -1.49  C52 1.505, H55 1.095, H56 1.093, H57 1.093
52 C -2.78 5.30 -2.46  C51 1.505, C53 1.505, O54 1.230
53 C -3.86 6.34 -2.43  C52 1.505, H58 1.093, H59 1.093, H60 1.095
54 O -2.83 4.35 -3.24  C52 1.230
55 H -0.93 4.63 -1.63  C51 1.095
56 H -1.11 6.39 -1.68  C51 1.093
57 H -2.01 5.43 -0.47  C51 1.093
58 H -3.44 7.32 -2.66  C53 1.093
59 H -4.34 6.36 -1.44  C53 1.093
60 H -4.62 6.10 -3.18  C53 1.095
61 C -0.05 -3.21 3.80  C62 1.505, H65 1.095, H66 1.093, H67 1.093
62 C 0.76 -3.87 2.72  C61 1.505, C63 1.505, O64 1.230
63 C 1.14 -5.31 2.93  C62 1.505, H68 1.093, H69 1.093, H70 1.095
64 O 1.10 -3.26 1.71  C62 1.230
65 H -0.25 -2.17 3.52  C61 1.095
66 H -1.01 -3.73 3.92  C61 1.093
67 H 0.50 -3.21 4.74  C61 1.093
68 H 0.24 -5.92 3.01  C63 1.093
69 H 1.75 -5.41 3.83  C63 1.093
70 H 1.73 -5.66 2.07  C63 1.095

Entry 2:
The following is a quantum chemistry calculation of a 7-piece molecular cluster, C26H37N7PS overall, from the Open Molecules 2025 dataset.

Its energy above the lowest of the compared OMol25 structures with the same formula, charge and spin is 12.47 kcal/mol. The electronic energy comes out at -2135.2706 a.u. As for the charge: +1.

Bonds (Å) are listed after each position.
Element x y z (Å)
1 C 3.54 3.54 -0.27  C2 1.356, H6 1.086, H7 1.090
2 C 3.25 2.25 -0.53  C1 1.356, S3 1.761, H8 1.086
3 S 1.83 1.98 -1.53  C2 1.761, P4 2.238, H9 1.348
4 P 0.16 2.87 -0.34  S3 2.238, N5 1.536, H10 1.400, H11 1.404
5 N -1.12 2.05 -0.52  P4 1.536, H12 1.019
6 H 3.63 3.92 0.75  C1 1.086
7 H 3.70 4.23 -1.10  C1 1.090
8 H 3.83 1.38 -0.23  C2 1.086
9 H 1.58 0.65 -1.51  S3 1.348
10 H 0.72 2.88 0.94  P4 1.400
11 H 0.21 4.21 -0.78  P4 1.404
12 H -1.85 2.60 -0.96  N5 1.019
13 N -1.53 -1.99 0.06  C14 1.368, C17 1.372, H18 1.003
14 C -2.04 -3.21 -0.28  N13 1.368, C15 1.370, H19 1.077
15 C -2.60 -3.09 -1.53  C14 1.370, C16 1.420, H20 1.077
16 C -2.40 -1.75 -1.95  C15 1.420, C17 1.370, H21 1.077
17 C -1.74 -1.09 -0.95  N13 1.372, C16 1.370, H22 1.075
18 H -1.07 -1.79 0.93  N13 1.003
19 H -1.98 -4.05 0.39  C14 1.077
20 H -3.08 -3.87 -2.08  C15 1.077
21 H -2.72 -1.31 -2.89  C16 1.077
22 H -1.41 -0.07 -0.87  C17 1.075
23 N -5.62 -6.33 0.26  C24 1.368, C27 1.368, H28 1.003
24 C -5.03 -5.11 0.41  N23 1.368, C25 1.369, H29 1.075
25 C -5.22 -4.72 1.71  C24 1.369, C26 1.423, H30 1.077
26 C -5.95 -5.75 2.37  C25 1.423, C27 1.369, H31 1.077
27 C -6.18 -6.73 1.44  N23 1.368, C26 1.369, H32 1.076
28 H -5.65 -6.86 -0.60  N23 1.003
29 H -4.54 -4.62 -0.41  C24 1.075
30 H -4.87 -3.80 2.15  C25 1.077
31 H -6.26 -5.77 3.40  C26 1.077
32 H -6.69 -7.68 1.52  C27 1.076
33 N 3.29 7.16 0.99  C34 1.373, C37 1.375, H38 1.002
34 C 4.13 8.24 1.08  N33 1.373, C35 1.368, H39 1.077
35 C 4.28 8.54 2.40  C34 1.368, C36 1.422, H40 1.077
36 C 3.51 7.61 3.15  C35 1.422, C37 1.367, H41 1.077
37 C 2.91 6.77 2.25  N33 1.375, C36 1.367, H42 1.077
38 H 3.01 6.73 0.13  N33 1.002
39 H 4.54 8.70 0.19  C34 1.077
40 H 4.88 9.35 2.80  C35 1.077
41 H 3.40 7.57 4.22  C36 1.077
42 H 2.26 5.93 2.40  C37 1.077
43 N 5.04 1.91 -3.54  C44 1.374, C47 1.373, H48 1.000
44 C 4.95 2.97 -4.40  N43 1.374, C45 1.366, H49 1.077
45 C 5.70 2.67 -5.51  C44 1.366, C46 1.423, H50 1.077
46 C 6.26 1.38 -5.30  C45 1.423, C47 1.366, H51 1.077
47 C 5.84 0.93 -4.08  N43 1.373, C46 1.366, H52 1.076
48 H 4.60 1.85 -2.64  N43 1.000
49 H 4.37 3.84 -4.16  C44 1.077
50 H 5.83 3.31 -6.37  C45 1.077
51 H 6.91 0.85 -5.98  C46 1.077
52 H 6.04 0.01 -3.56  C47 1.076
53 N -10.59 -9.89 1.33  C54 1.367, C57 1.368, H58 1.003
54 C -9.41 -9.20 1.40  N53 1.367, C55 1.369, H59 1.077
55 C -9.08 -8.81 0.13  C54 1.369, C56 1.422, H60 1.076
56 C -10.09 -9.29 -0.74  C55 1.422, C57 1.369, H61 1.077
57 C -11.01 -9.95 0.03  N53 1.368, C56 1.369, H62 1.076
58 H -11.07 -10.29 2.11  N53 1.003
59 H -8.92 -9.03 2.34  C54 1.077
60 H -8.20 -8.25 -0.15  C55 1.076
61 H -10.14 -9.17 -1.81  C56 1.077
62 H -11.92 -10.46 -0.24  C57 1.076
63 N 6.03 5.37 1.96  C64 1.371, C67 1.367, H68 1.007
64 C 6.62 4.32 1.30  N63 1.371, C65 1.371, H69 1.078
65 C 7.17 3.48 2.23  C64 1.371, C66 1.420, H70 1.077
66 C 6.90 4.05 3.51  C65 1.420, C67 1.370, H71 1.077
67 C 6.21 5.21 3.31  N63 1.367, C66 1.370, H72 1.076
68 H 5.56 6.15 1.53  N63 1.007
69 H 6.60 4.26 0.22  C64 1.078
70 H 7.70 2.57 2.03  C65 1.077
71 H 7.20 3.65 4.47  C66 1.077
72 H 5.82 5.93 4.00  C67 1.076

Entry 3:
The following is a quantum chemistry calculation of an isolated molecule of C2ClN3OS, from the Open Molecules 2025 dataset.

Its energy above the lowest of the compared OMol25 structures with the same formula, charge and spin is 42.40 kcal/mol. The electronic energy comes out at -1173.9288 a.u. The SMILES is S=c1nnonc1Cl. As for the charge: 0.

Bonds (Å) are listed after each position.
Element x y z (Å)
1 S 1.59 1.85 -0.08  C2 1.569
2 C 0.45 0.77 -0.02  S1 1.569, N3 1.416, C7 1.390
3 N -0.87 1.21 0.23  C2 1.416, N4 1.278
4 N -1.88 0.43 0.09  N3 1.278, O5 1.379
5 O -1.62 -0.90 -0.17  N4 1.379, N6 1.316
6 N -0.42 -1.43 -0.03  O5 1.316, C7 1.279
7 C 0.56 -0.62 -0.09  C2 1.390, N6 1.279, Cl8 1.781
8 Cl 2.20 -1.30 0.07  C7 1.781

| no. | HOMO (eV) | frontier orbital gap (eV) | maximum force (Eh/bohr) |
| --- | --- | --- | --- |
| 1 | -7.670 | 8.28 | 0.1252 |
| 2 | -9.272 | 3.70 | 0.0385 |
| 3 | -9.761 | 7.76 | 0.0723 |